(1)
13
Properties=species:S:1:pos:R:3 method="wB97M-V/def2-TZVPD" orbital_gap_ev=10.54 e_above_lowest_kcal_mol=13.9
C 1.97865 0.51590 -0.29787
C 0.80322 -0.48837 0.11126
O 0.91848 -1.71776 -0.03228
C -0.65720 0.20881 0.47454
Cl -0.64587 0.33889 2.25031
Cl -0.71583 1.92036 -0.16706
C -1.72101 -0.64026 -0.14826
Cl -3.39560 -0.12712 -0.01581
H 1.69372 0.80466 -1.34608
H 2.88704 -0.08131 -0.15149
H 1.96922 1.44378 0.34873
H -1.53941 -0.56691 -1.28120
H -1.57540 -1.61066 0.25521

(2)
9
Properties=species:S:1:pos:R:3 method="wB97M-V/def2-TZVPD" orbital_gap_ev=10.17 e_above_lowest_kcal_mol=67.8
H 0.46140 -1.71066 -0.85593
N 0.95588 -0.82218 -0.75018
C 0.01305 -0.14279 -0.16907
N -1.40013 -0.42671 0.11191
C 0.86544 1.17166 -0.09505
O 0.39066 2.28771 0.32501
H -1.36612 -1.42950 0.73591
H -1.86150 0.24062 0.96603
H 1.94131 0.83184 -0.26864

(3)
81
Properties=species:S:1:pos:R:3 method="wB97M-V/def2-TZVPD" s2=6.013 orbital_gap_ev="5.54 / 5.77" e_above_lowest_kcal_mol=15.1 multiplicity=5 charge=+1
Fe -0.65876 -0.45979 1.69473
C -4.31699 0.21934 -0.81780
C -3.23208 1.21787 -1.04639
N -3.24308 1.96677 -2.12235
C -2.25947 2.87290 -2.30394
C -1.24309 3.10534 -1.40460
C -0.22576 4.18570 -1.68310
O -0.21299 5.21442 -0.70214
C -1.17704 2.28927 -0.25628
C -0.21515 2.57652 0.80243
N 0.09357 1.76804 1.75003
C 1.02181 2.21490 2.74312
C 1.85950 3.32046 2.56432
C 2.75023 3.71719 3.54505
C 2.83794 3.01325 4.73715
C 2.02765 1.90996 4.93506
C 1.13349 1.51587 3.94754
I -0.06433 -0.13612 4.36137
C -2.16779 1.29033 -0.07361
O -2.17958 0.47316 0.91396
H -5.06414 0.29260 -1.60374
H -4.78053 0.37724 0.15821
H -3.92419 -0.80055 -0.75965
H -2.32255 3.46313 -3.21305
H -0.39956 4.59572 -2.68153
H 0.78657 3.77423 -1.67888
H -1.03819 5.70937 -0.75159
H 0.18573 3.58568 0.76966
H 1.84164 3.88280 1.64071
H 3.38215 4.57802 3.37221
H 3.53243 3.31815 5.50799
H 2.08565 1.35488 5.86183
C 3.23235 0.91352 0.44100
P 2.22083 -0.47166 1.07251
C 3.29449 -1.11487 2.40746
C 2.41022 -1.75576 -0.22292
C 3.49865 -1.77956 -1.09648
C 3.64108 -2.78649 -2.03777
C 2.69581 -3.79934 -2.11610
C 1.60628 -3.78669 -1.26146
C 1.44434 -2.77005 -0.31890
P -0.03436 -2.73424 0.74416
C 0.29174 -3.88965 2.11189
C -1.31941 -3.58750 -0.21828
H 2.76452 1.36675 -0.43562
H 4.25158 0.62052 0.19186
H 3.28574 1.66997 1.22327
H 4.30334 -1.32387 2.04937
H 2.86743 -2.03005 2.81652
H 3.34128 -0.37378 3.20772
H 4.25713 -1.01022 -1.04380
H 4.49591 -2.78566 -2.70162
H 2.80676 -4.59671 -2.83912
H 0.87213 -4.57871 -1.33544
H 0.69038 -4.83158 1.73337
H -0.65607 -4.07480 2.61862
H 0.99829 -3.45939 2.82134
H -1.09318 -4.64710 -0.33984
H -1.41937 -3.13259 -1.20487
H -2.26656 -3.49722 0.31068
F -0.81174 1.19909 -6.94425
C -0.79187 0.86392 -5.67170
C 0.33342 1.22048 -4.92423
C 0.35077 0.87707 -3.60156
C -0.74034 0.16733 -3.02339
C -0.71742 -0.15757 -1.68820
C -1.87016 -0.15427 -3.83114
C -1.89519 0.18640 -5.15526
H 1.14283 1.74857 -5.40789
H 1.20311 1.12115 -2.97879
H -1.51895 -0.70507 -1.20058
H 0.14498 0.10133 -1.08237
H -2.70894 -0.66918 -3.38038
H -2.73249 -0.03647 -5.80120
F -2.11817 -1.84191 2.47585
Sb -3.89817 -2.58172 2.87702
F -3.35205 -2.52679 4.67523
F -4.51552 -0.81095 2.95886
F -5.55931 -3.33591 3.26773
F -4.18768 -2.56376 1.00035
F -3.05153 -4.26171 2.65164

(4)
11
Properties=species:S:1:pos:R:3 method="wB97M-V/def2-TZVPD" orbital_gap_ev=7.81 e_above_lowest_kcal_mol=107.9
C 1.15235 0.05899 -0.01662
C 0.53071 -1.19748 -0.12898
C 0.00310 0.84924 -0.33927
H 2.85169 -0.17722 0.65105
H 1.02091 -2.08972 -0.14080
H -3.36997 -0.41087 1.17696
N -0.79275 -1.13901 -0.45478
N -1.16664 0.06099 -0.56149
O 2.35396 0.62431 0.03894
S -2.71699 0.82161 0.01249
Cl 0.13365 2.59918 -0.23748

(5)
45
Properties=species:S:1:pos:R:3 method="wB97M-V/def2-TZVPD" orbital_gap_ev=6.82 e_above_lowest_kcal_mol=43.2 charge=+3
W -0.51112 0.49206 0.00424
C -3.09300 -1.08056 -0.81301
C -2.33014 -2.40224 -0.68045
O -1.22696 -2.10281 0.17806
C -0.17869 -3.06466 0.19836
C 0.82374 -2.48890 1.15848
O 1.09816 -1.09200 0.76644
C 2.52943 -0.79068 0.78426
C 2.75045 0.11567 -0.38993
O 1.71101 1.13000 -0.31189
C 2.13649 2.38947 0.30803
C 1.55954 2.38486 1.70391
O 0.22523 1.80113 1.55738
C -0.91978 2.70229 1.74674
C -1.93150 1.94779 0.93929
O -2.11328 -0.05799 -0.59404
H -3.87574 -0.94329 -0.06545
H -3.51251 -0.93277 -1.80859
H -1.97871 -2.78079 -1.64332
H -2.96954 -3.15269 -0.21126
H 0.23895 -3.19705 -0.80454
H -0.53439 -4.03269 0.55989
H 1.75313 -3.05043 1.10648
H 0.46653 -2.48522 2.18590
H 3.10188 -1.70989 0.67527
H 2.77828 -0.33157 1.74146
H 2.62450 -0.41153 -1.33478
H 3.73147 0.58605 -0.39665
H 1.73675 3.19530 -0.30236
H 3.22262 2.44988 0.30079
H 1.45826 3.38950 2.11368
H 2.11015 1.76675 2.41121
H -0.67311 3.66385 1.29286
H -1.11366 2.84370 2.81084
H -2.51598 2.54275 0.25242
H -2.51936 1.22787 1.48483
I -0.62970 2.56638 -1.70601
O 0.53755 -0.74362 -2.98422
C 0.14191 -0.31550 -2.03538
C -0.49734 -0.24144 3.38986
O -1.08691 -0.30211 2.05106
H -0.57719 -1.22430 3.84904
H -1.02719 0.49286 3.99243
H 0.54634 0.02856 3.28125
H -1.88300 -0.84835 2.07917

(6)
79
Properties=species:S:1:pos:R:3 method="wB97M-V/def2-TZVPD" orbital_gap_ev=6.06 e_above_lowest_kcal_mol=19.6
Sn -1.18877 4.73628 19.23093
O -5.47744 2.41644 18.93237
C -4.29200 3.11226 18.85367
O -3.59911 3.31949 19.83142
C -4.00934 3.67328 17.46205
C -4.84527 3.35577 16.40515
C -4.65430 4.05362 15.21773
C -3.69416 5.05315 15.18370
C -2.87815 5.25794 16.29785
N -3.01813 4.53518 17.41378
C -1.99054 6.43971 16.37879
O -2.18624 7.29461 15.39480
O -1.11018 6.50179 17.22708
H -5.56097 2.05752 19.85366
H -5.59331 2.57389 16.63667
H -5.23824 3.79452 14.34265
H -3.47765 5.72695 14.31003
H -1.51262 8.09746 15.49252
Cl -1.01642 3.13720 24.17032
C -1.68033 4.58121 23.61928
C -2.37038 5.43848 24.47372
C -3.07020 6.56933 24.03610
Cl -3.83052 7.45990 25.27042
C -3.11825 6.92081 22.65457
C -3.91782 7.93464 22.08912
C -3.93137 8.06694 20.72885
C -3.06464 7.29787 19.89397
N -2.38871 6.24568 20.41090
C -2.43120 6.00139 21.72894
C -1.63610 4.87621 22.20590
O -0.93492 4.18670 21.38366
H -2.53586 5.22695 25.52262
H -4.47618 8.64302 22.71499
H -4.63100 8.79978 20.25027
H -3.06418 7.41961 18.83243
F 4.01067 -3.14113 21.58669
C 3.05536 -2.63775 20.83455
C 2.78935 -3.08623 19.54242
F 3.57191 -4.09596 19.07326
C 1.76206 -2.54386 18.77940
F 1.46595 -3.16024 17.62570
C 1.09248 -1.40501 19.19390
P -0.33616 -0.46773 18.39708
C -0.33875 -1.01719 16.72485
C -1.60129 -1.15414 16.06372
C -1.70710 -1.39985 14.70602
C -0.59569 -1.58843 13.90809
C 0.64758 -1.42507 14.51991
C 0.78163 -1.10779 15.87175
C -1.67553 -1.46184 19.13995
C -1.73049 -2.82044 18.85917
C -2.76952 -3.60778 19.40988
C -3.84372 -3.04539 20.04737
C -3.81516 -1.66344 20.33280
C -2.76338 -0.88453 19.83969
C 1.51068 -0.86780 20.42270
Br 0.50688 0.63290 21.08951
C 2.43635 -1.43642 21.22459
F 2.64711 -0.95806 22.46255
H -2.50241 -1.16037 16.69705
H -2.68311 -1.44289 14.25158
H -0.64887 -1.66588 12.83416
H 1.67364 -1.51658 13.91154
H 1.81735 -0.95843 16.28320
H -1.00496 -3.25844 18.21547
H -2.64115 -4.68539 19.40878
H -4.66002 -3.63704 20.39025
H -4.63074 -1.26258 20.91107
H -2.79743 0.19086 19.98467
N 2.06437 6.57179 18.20952
C 0.96680 7.14618 18.80048
O 0.44228 6.45974 19.74938
C 0.57617 8.46210 18.44772
C 0.26049 9.45450 19.38999
N 0.06652 10.33584 20.15217
C 0.20929 8.78792 17.12179
N -0.15567 9.14169 16.04773
H 2.79302 7.08315 17.72419
H 2.41713 5.71516 18.66219